1.
This record from the Open Molecules 2025 dataset describes C33H33MnN9OS3 as an isolated structure at a distorted geometry. The level of theory is ωB97M-V/def2-TZVPD.

The geometry in XYZ format:
```
80
Properties=species:S:1:pos:R:3:lowdin_charge:R:1
Mn -1.3983 -1.7198 -0.4839 0.722
N 1.5165 -3.4047 2.7122 0.144
C 0.7655 -3.2984 1.6211 -0.120
N 0.0870 -2.2456 1.2791 0.071
C 0.1414 -1.1206 2.1021 -0.288
N -0.4458 0.0062 1.8152 0.094
N -1.1870 -0.0408 0.6517 -0.104
C -1.7204 1.0313 0.2657 -0.061
C -2.5218 1.0011 -0.9761 -0.261
C -3.1258 2.1356 -1.4705 0.007
C -3.8886 2.0425 -2.6292 -0.008
C -4.0251 0.8127 -3.2405 -0.015
C -3.3747 -0.2799 -2.6815 -0.096
N -2.6272 -0.1917 -1.5884 0.045
C 0.8987 -1.1925 3.3476 -0.091
C 0.9381 -0.1391 4.2715 -0.005
C 1.6794 -0.2606 5.4243 -0.042
C 2.4030 -1.4321 5.6742 -0.034
C 2.3680 -2.4843 4.7872 0.004
C 1.6056 -2.3613 3.6299 -0.167
H 2.0205 -4.2608 2.8892 0.172
H 0.7418 -4.1688 0.9738 0.152
H -1.5942 1.9415 0.8499 0.146
H -3.0022 3.0764 -0.9489 0.131
H -4.3705 2.9190 -3.0416 0.129
H -4.6256 0.6903 -4.1313 0.123
H -3.4557 -1.2629 -3.1319 0.117
H 0.3729 0.7576 4.0578 0.115
H 1.7029 0.5499 6.1398 0.119
H 2.9957 -1.5172 6.5754 0.123
H 2.9245 -3.3928 4.9856 0.126
C -3.1859 -1.5563 3.0310 -0.056
C -3.2859 -2.7770 2.1736 -0.612
N -2.8261 -2.8834 0.9551 0.020
C -3.0652 -4.1431 0.4312 -0.325
C -3.6997 -4.9929 1.2746 -0.317
S -4.0271 -4.2083 2.7506 1.143
C -2.6483 -4.4258 -0.9489 -0.316
C -2.9758 -5.5142 -1.6825 -0.311
S -2.3229 -5.3805 -3.2499 1.157
C -1.6352 -3.8706 -2.8622 -0.617
N -1.8732 -3.4898 -1.6251 -0.007
C -0.8540 -3.1057 -3.8791 -0.090
H -3.0871 -0.6685 2.4118 0.067
H -2.3158 -1.6175 3.6884 0.085
H -4.0673 -1.4518 3.6617 0.089
H -3.9920 -6.0171 1.1043 0.090
H -3.5804 -6.3588 -1.3923 0.093
H -1.2358 -3.3013 -4.8804 0.088
H 0.1965 -3.4009 -3.8586 0.091
H -0.8979 -2.0396 -3.6732 0.028
C 2.8151 4.3398 1.3195 -0.083
C 2.9299 3.0212 0.5636 -0.225
C 1.5537 2.4302 0.3054 -0.170
N 1.6181 1.1150 -0.3475 0.054
C 1.0068 0.6664 -1.4308 -0.807
S 0.8963 -1.0208 -1.7234 0.677
N 0.4409 1.5174 -2.3173 0.117
C 0.6447 2.9224 -2.5657 -0.386
O -0.3167 3.5801 -2.8593 0.137
C 2.0370 3.4121 -2.5104 -0.183
C 2.2401 4.7789 -2.3295 -0.009
C 3.5276 5.2855 -2.3087 -0.045
C 4.6102 4.4311 -2.4917 -0.048
C 4.4070 3.0715 -2.6923 -0.058
C 3.1202 2.5575 -2.6970 -0.034
H 3.8010 4.7609 1.5111 0.083
H 2.3157 4.2066 2.2821 0.077
H 2.2468 5.0726 0.7415 0.075
H 3.5188 2.3052 1.1459 0.121
H 3.4484 3.1734 -0.3851 0.074
H 0.9519 3.1063 -0.2953 0.112
H 1.0359 2.2834 1.2582 0.114
H 2.0605 0.3854 0.1920 0.127
H -0.2342 1.0953 -2.9387 0.134
H 1.3817 5.4279 -2.2066 0.131
H 3.6898 6.3454 -2.1637 0.119
H 5.6169 4.8291 -2.4900 0.118
H 5.2512 2.4142 -2.8529 0.117
H 2.9655 1.4991 -2.8730 0.118
```

Results
* spin multiplicity: 6
* calculated total energy: -4190.63097 hartree
* energy above the lowest of the compared OMol25 structures with the same formula, charge and spin: 6.30 kcal per mole
* total charge: +2

***

2.
This record from the Open Molecules 2025 dataset describes C33H34AsInNO6S4 as an isolated structure. The level of theory is ωB97M-V/def2-TZVPD.

The geometry in XYZ format:
```
80
Properties=species:S:1:pos:R:3:lowdin_charge:R:1
In 0.2498 0.1134 0.3740 0.549
C 0.9946 3.6371 -0.1902 -0.481
C -0.4254 3.9273 0.2921 -0.491
S -1.4875 2.4627 0.4158 0.922
C -2.2995 2.4300 -1.2061 -0.472
C -1.3867 2.4196 -2.4279 -0.463
S -0.2996 0.9695 -2.4675 0.943
C 1.1078 1.5869 -3.4138 -0.501
C 2.2563 0.5964 -3.2641 -0.508
S 2.7726 0.2749 -1.5605 0.895
C 3.5548 1.8540 -1.1432 -0.487
C 3.3811 2.1788 0.3342 -0.465
S 1.6807 2.3823 0.9095 0.952
H 1.5920 4.5484 -0.1305 0.104
H 0.9909 3.2805 -1.2186 0.035
H -0.9130 4.6529 -0.3603 0.095
H -0.3930 4.3657 1.2898 0.083
H -2.9597 3.2963 -1.2624 0.094
H -2.9209 1.5352 -1.1819 0.073
H -0.7694 3.3197 -2.4584 0.072
H -2.0122 2.4265 -3.3211 0.095
H 1.4049 2.5863 -3.0872 0.064
H 0.8432 1.6616 -4.4695 0.095
H 3.1217 0.9315 -3.8369 0.093
H 1.9667 -0.3750 -3.6688 0.078
H 3.1292 2.6448 -1.7612 0.071
H 4.6210 1.8051 -1.3662 0.091
H 3.9283 3.0892 0.5812 0.094
H 3.7732 1.3823 0.9696 0.092
O -3.6487 -1.9807 4.8549 0.104
C -2.7863 -1.5102 3.9389 -0.265
C -1.4834 -1.1226 4.2595 0.092
C -0.6806 -0.6658 3.2359 -0.152
N -1.1226 -0.5967 1.9896 0.081
C -2.3577 -0.9650 1.6705 -0.159
C -3.2392 -1.4291 2.6183 0.098
C -2.6641 -0.8386 0.1839 -0.599
O -3.7830 -1.0735 -0.2292 0.091
O -1.6546 -0.4538 -0.5297 -0.206
C 0.7846 -0.2502 3.4042 -0.601
O 1.2828 -0.2890 4.5132 0.078
O 1.3720 0.0250 2.2906 -0.165
H -3.2538 -1.9631 5.7325 0.123
H -1.0841 -1.1648 5.2650 0.138
H -4.2403 -1.7260 2.3425 0.145
O 1.0967 -1.7303 -0.1047 -0.513
As 1.1722 -3.3205 0.4286 1.285
C -0.5203 -3.9386 1.0534 -0.299
C -1.6066 -3.7811 0.1966 -0.089
C -2.8485 -4.2665 0.5715 -0.056
C -3.0002 -4.9103 1.7932 -0.058
C -1.9151 -5.0695 2.6432 -0.063
C -0.6663 -4.5870 2.2748 -0.080
C 1.6238 -4.3544 -1.1070 -0.310
C 1.3392 -5.7158 -1.1211 -0.082
C 1.6884 -6.4729 -2.2287 -0.063
C 2.3161 -5.8690 -3.3103 -0.063
C 2.5979 -4.5108 -3.2899 -0.064
C 2.2527 -3.7459 -2.1851 -0.080
C 2.5261 -3.5546 1.7466 -0.283
C 3.7245 -4.1632 1.3872 -0.080
C 4.7421 -4.2695 2.3238 -0.066
C 4.5665 -3.7613 3.6026 -0.057
C 3.3721 -3.1498 3.9586 -0.044
C 2.3482 -3.0501 3.0313 -0.090
H -1.4948 -3.2683 -0.7528 0.123
H -3.6966 -4.1282 -0.0848 0.120
H -3.9712 -5.2886 2.0849 0.115
H -2.0376 -5.5736 3.5927 0.112
H 0.1811 -4.7263 2.9344 0.102
H 0.8385 -6.1870 -0.2828 0.112
H 1.4672 -7.5314 -2.2501 0.112
H 2.5843 -6.4622 -4.1744 0.111
H 3.0887 -4.0489 -4.1365 0.109
H 2.4712 -2.6865 -2.1533 0.079
H 3.8696 -4.5543 0.3877 0.104
H 5.6748 -4.7450 2.0521 0.111
H 5.3665 -3.8407 4.3268 0.112
H 3.2350 -2.7367 4.9486 0.118
H 1.4221 -2.5710 3.3199 0.090
```

Results
* calculated total energy: -5802.68822 hartree
* energy above the lowest of the compared OMol25 structures with the same formula, charge and spin: 0.00 kcal per mole
* total charge: +1

***

3.
This record from the Open Molecules 2025 dataset describes C33H34AsNO5S7Y as an isolated structure. The level of theory is ωB97M-V/def2-TZVPD.

The geometry in XYZ format:
```
82
Properties=species:S:1:pos:R:3:lowdin_charge:R:1
Y -0.2132 0.1635 -0.3933 1.220
C -1.0063 4.5833 1.7392 -0.037
C 0.0752 3.5449 1.6855 -0.261
C 0.2901 2.6812 2.7527 -0.013
C 1.2684 1.6953 2.7078 -0.273
C 1.4517 0.7684 3.8774 -0.051
C 2.0565 1.5821 1.5630 -0.064
C 1.8822 2.4476 0.4768 -0.306
C 2.7997 2.3882 -0.7167 -0.059
C 0.8709 3.4059 0.5511 -0.025
H -1.2860 4.8073 2.7696 0.075
H -1.8919 4.2279 1.2066 0.056
H -0.6821 5.5096 1.2612 0.082
H -0.3254 2.7754 3.6427 0.119
H 2.4811 0.4163 3.9531 0.075
H 0.8066 -0.1047 3.7681 0.060
H 1.1936 1.2665 4.8134 0.077
H 2.8354 0.8298 1.5057 0.095
H 3.5513 3.1793 -0.6472 0.082
H 2.2464 2.5203 -1.6467 0.062
H 3.3076 1.4260 -0.7718 0.056
H 0.6971 4.0542 -0.3005 0.130
S 3.7376 -4.1816 -5.3047 0.418
C 3.0515 -3.0939 -4.2514 -1.539
S 3.3388 -3.1023 -2.5556 0.854
C 2.3182 -1.7502 -2.1216 -1.146
C 1.6940 -1.1243 -3.1475 -1.166
S 0.6142 0.2300 -3.0484 0.493
S 2.0202 -1.8058 -4.7287 0.879
S 2.1546 -1.3690 -0.4306 0.517
O -0.1939 -1.0631 1.5448 -0.591
As -0.3070 -2.7162 1.7063 1.239
C 1.2750 -3.3736 2.5786 -0.293
C 2.3513 -2.5187 2.7582 -0.116
C 3.4976 -2.9838 3.3848 -0.065
C 3.5649 -4.2973 3.8262 -0.083
C 2.4895 -5.1547 3.6361 -0.085
C 1.3430 -4.6941 3.0083 -0.094
C -1.8157 -2.9374 2.8943 -0.288
C -2.3481 -4.1915 3.1812 -0.101
C -3.4291 -4.3021 4.0429 -0.085
C -3.9773 -3.1610 4.6140 -0.086
C -3.4471 -1.9126 4.3233 -0.070
C -2.3645 -1.7972 3.4641 -0.091
C -0.6138 -3.8528 0.1923 -0.296
C 0.4721 -4.3934 -0.4914 -0.108
C 0.2521 -5.1857 -1.6072 -0.063
C -1.0459 -5.4466 -2.0268 -0.067
C -2.1249 -4.9205 -1.3323 -0.071
C -1.9116 -4.1213 -0.2202 -0.107
H 2.2949 -1.5085 2.3829 0.051
H 4.3445 -2.3212 3.5137 0.108
H 4.4646 -4.6588 4.3091 0.101
H 2.5460 -6.1834 3.9693 0.101
H 0.5119 -5.3706 2.8474 0.099
H -1.9362 -5.0805 2.7176 0.100
H -3.8477 -5.2767 4.2608 0.101
H -4.8265 -3.2437 5.2812 0.101
H -3.8827 -1.0200 4.7550 0.108
H -1.9600 -0.8261 3.1998 0.105
H 1.4811 -4.1598 -0.1801 0.075
H 1.0988 -5.5736 -2.1600 0.106
H -1.2138 -6.0556 -2.9071 0.105
H -3.1377 -5.1084 -1.6683 0.105
H -2.7580 -3.6773 0.2882 0.082
C -5.1935 -2.0708 -1.7052 -0.095
N -3.9611 -1.9444 -0.9561 -0.245
C -4.1636 -1.6238 0.4481 -0.078
C -2.9287 -1.2807 -1.5993 -0.492
O -1.7885 -1.2167 -1.0364 -0.259
H -5.7366 -1.1179 -1.7537 0.062
H -5.8316 -2.8096 -1.2180 0.085
H -4.9797 -2.4131 -2.7187 0.089
H -4.7888 -0.7300 0.5518 0.090
H -3.2055 -1.4067 0.9058 0.056
H -4.6385 -2.4665 0.9579 0.091
H -2.9546 -1.4163 -2.6831 0.121
O -3.1486 3.2090 -0.3046 -0.374
S -2.5939 1.9159 -0.5981 0.110
O -1.2634 1.9783 -1.2995 -0.548
O -2.2850 1.0742 0.5947 -0.469
S -3.8409 0.8981 -1.8106 0.521
```

Results
* calculated total energy: -6770.60008 hartree
* energy above the lowest of the compared OMol25 structures with the same formula, charge and spin: 14.43 kcal per mole
* total charge: -1